Molecular formula: C58H91BCdF4N5P3S3Si
Method: DFT, ωB97M-V/def2-TZVPD

## Properties
HOMO = -2.18 eV
net charge = -2
frontier orbital gap = 5.946 eV
LUMO = 3.7711 eV
largest force on an atom = 0.990 eV/Å

Positions of all 167 atoms, in Å:
Cd (0.49260, 0.50904, -0.27678)
C (-1.71624, 5.43816, 2.17072)
C (-0.42102, 5.44415, 2.98389)
C (-0.78213, 5.32960, 4.46647)
P (0.73064, 4.17077, 2.23770)
C (2.40738, 4.50005, 2.98020)
C (3.26126, 3.24940, 2.77286)
C (2.60544, 5.09016, 4.37507)
C (0.06885, 2.65853, 3.04125)
C (0.38950, 2.25309, 4.33509)
C (-0.23379, 1.18103, 4.95739)
C (-1.24377, 0.51504, 4.26755)
C (-1.57445, 0.89111, 2.98101)
C (-0.89755, 1.93007, 2.31475)
N (-1.04423, 2.16890, 0.97113)
C (-2.25929, 2.19113, 0.38118)
C (-3.48436, 2.35588, 1.07666)
C (-4.69152, 2.38998, 0.41247)
C (-4.75835, 2.24170, -0.96965)
C (-3.56893, 2.13148, -1.67398)
C (-2.33026, 2.13626, -1.04303)
P (-0.73154, 2.16758, -1.90678)
C (-0.41172, 3.94516, -2.28270)
C (-1.68324, 4.73954, -2.57508)
C (0.38986, 4.63570, -1.18221)
C (-0.83184, 1.36867, -3.57376)
C (-1.73014, 1.93816, -4.67186)
C (0.60439, 1.35555, -4.10912)
H (-2.36717, 6.25852, 2.48715)
H (-1.54480, 5.52455, 1.09604)
H (-2.25723, 4.50311, 2.33137)
H (0.08924, 6.40060, 2.80635)
H (-1.42303, 4.46134, 4.62517)
H (0.07585, 5.22525, 5.12646)
H (-1.34269, 6.21690, 4.77995)
H (2.78281, 5.24616, 2.26731)
H (2.94814, 2.45769, 3.45214)
H (3.18136, 2.86226, 1.75195)
H (4.31542, 3.46718, 2.96418)
H (2.34147, 4.38859, 5.16633)
H (3.66154, 5.34293, 4.51019)
H (2.02840, 6.00198, 4.52645)
H (1.14570, 2.79912, 4.88418)
H (0.05187, 0.88172, 5.95786)
H (-1.75446, -0.32639, 4.72526)
H (-2.31808, 0.32688, 2.42890)
H (-3.46182, 2.45498, 2.15496)
H (-5.60367, 2.51996, 0.98672)
H (-5.70670, 2.21270, -1.48804)
H (-3.61741, 2.01562, -2.74342)
H (0.20513, 3.89911, -3.18671)
H (-2.32492, 4.76688, -1.69337)
H (-1.40344, 5.76727, -2.82577)
H (-2.27095, 4.33482, -3.39648)
H (-0.27378, 4.94025, -0.37100)
H (1.14398, 3.98951, -0.73610)
H (0.88174, 5.52855, -1.57666)
H (-1.14755, 0.34440, -3.35290)
H (-1.43814, 2.95888, -4.92968)
H (-1.60348, 1.32638, -5.56879)
H (-2.78636, 1.91013, -4.43263)
H (0.92789, 2.35975, -4.39727)
H (1.33203, 0.99119, -3.38638)
H (0.64658, 0.73776, -5.01058)
C (4.34209, -1.14120, 0.94546)
Si (2.85565, -1.25456, 2.08390)
C (3.40294, -0.57429, 3.75164)
C (2.66988, -3.10818, 2.45825)
C (1.24983, -0.50504, 1.55880)
H (5.07223, -1.90658, 1.22687)
H (4.82515, -0.16545, 1.01724)
H (4.09333, -1.26515, -0.11013)
H (4.17810, -1.21910, 4.17605)
H (2.56296, -0.53510, 4.44811)
H (3.81564, 0.42983, 3.67034)
H (3.64514, -3.49442, 2.76951)
H (2.32478, -3.72194, 1.62602)
H (1.97046, -3.26840, 3.28250)
H (1.02466, 0.25798, 2.30995)
H (0.47432, -1.27448, 1.69014)
S (4.99074, 6.35100, -3.79693)
C (4.88499, 4.73313, -3.34971)
S (3.61226, 4.19214, -2.32276)
C (4.21764, 2.55314, -2.33411)
N (5.29192, 2.43640, -3.06519)
N (5.65394, 3.66017, -3.62741)
C (6.83748, 3.59315, -4.41563)
C (7.55770, 2.39675, -4.41374)
C (8.71257, 2.28160, -5.16555)
C (9.17523, 3.34202, -5.93408)
C (8.45195, 4.52260, -5.93563)
C (7.29041, 4.65868, -5.18687)
S (3.45553, 1.29805, -1.46723)
H (7.19587, 1.57222, -3.82073)
H (9.25528, 1.34440, -5.14596)
H (10.07937, 3.24618, -6.52063)
H (8.78557, 5.36540, -6.52863)
H (6.73910, 5.58382, -5.20074)
F (-2.57631, -1.12602, -2.22923)
B (-3.29536, -1.42660, -3.40727)
F (-3.94174, -0.28346, -3.88339)
F (-2.39827, -1.89957, -4.37700)
F (-4.24891, -2.42559, -3.12200)
C (2.89758, -4.48539, -1.14547)
N (2.28130, -3.30557, -1.71019)
C (2.32851, -2.89139, -3.01901)
C (1.65233, -1.71500, -3.06369)
N (1.18462, -1.39395, -1.81015)
C (1.58764, -2.37059, -1.03276)
H (3.46380, -4.98811, -1.92723)
H (2.13905, -5.16997, -0.76204)
H (3.57666, -4.20953, -0.34011)
H (2.83975, -3.45835, -3.77499)
H (1.46432, -1.09634, -3.91641)
H (1.35973, -2.45714, 0.01288)
C (-0.79991, -4.72176, 4.30426)
C (-0.20704, -5.34013, 3.02589)
C (-0.48333, -4.47902, 1.78793)
C (-1.87099, -3.83760, 1.84287)
C (-1.94312, -2.86590, 3.04542)
C (-0.94533, -3.21183, 4.15783)
P (-2.17229, -2.87957, 0.28975)
C (-2.18549, -4.14326, -1.08825)
C (-0.86152, -4.16989, -1.86142)
C (-1.04456, -4.85320, -3.22423)
C (-2.02526, -6.03701, -3.15290)
C (-2.07052, -6.61054, -1.74224)
C (-2.66224, -5.57886, -0.77196)
C (-3.98474, -2.46601, 0.34210)
C (-4.96966, -3.57503, 0.80060)
C (-5.81903, -3.14210, 1.99323)
C (-6.61251, -1.87321, 1.68143)
C (-5.74212, -0.80027, 0.99104)
C (-4.25630, -1.13882, 1.06040)
H (-0.17474, -4.96853, 5.16640)
H (-1.78797, -5.14957, 4.50381)
H (-0.62690, -6.33879, 2.87178)
H (0.87286, -5.47005, 3.14084)
H (-0.37092, -5.08627, 0.88681)
H (0.25853, -3.67954, 1.71270)
H (-2.60914, -4.63462, 1.98270)
H (-2.95825, -2.87557, 3.45262)
H (-1.75152, -1.84440, 2.70785)
H (-1.27083, -2.76062, 5.09815)
H (0.02903, -2.76871, 3.93113)
H (-2.90197, -3.69179, -1.77923)
H (-0.08752, -4.68245, -1.27554)
H (-0.51700, -3.14689, -2.01611)
H (-0.07130, -5.19294, -3.59259)
H (-1.41400, -4.11017, -3.93180)
H (-1.75123, -6.80723, -3.87922)
H (-3.02951, -5.69682, -3.42171)
H (-1.05431, -6.88024, -1.43104)
H (-2.65855, -7.53236, -1.70683)
H (-2.41737, -5.87172, 0.25211)
H (-3.75094, -5.61584, -0.85107)
H (-4.17509, -2.26009, -0.71384)
H (-4.45007, -4.49977, 1.05123)
H (-5.63670, -3.82420, -0.03183)
H (-5.16816, -2.96729, 2.85579)
H (-6.49961, -3.94877, 2.28290)
H (-7.04669, -1.47809, 2.60471)
H (-7.45456, -2.13676, 1.03428)
H (-5.92132, 0.18067, 1.43319)
H (-6.01383, -0.71391, -0.06413)
H (-3.93831, -1.17707, 2.10751)
H (-3.67463, -0.35020, 0.57810)

Forces on atoms 1 to 2 (eV/Å):
0.506 0.481 0.129
-0.040 -0.002 -0.070